Entry 1:
ORCA calculation (wB97M-V/def2-TZVPD) on a 14-piece molecular cluster, C50H106N6O22 overall in a non-equilibrium geometry.

## Properties
- highest occupied orbital energy (eV) = -9.0015
- frontier orbital gap (eV) = 9.07

Atoms and positions in Å:
O 5.2520 -4.5185 2.3621
C 4.0707 -4.2819 2.1256
O 3.0398 -4.2593 2.9850
C 3.2539 -4.8071 4.2308
C 1.9405 -4.8236 5.0109
C 3.6497 -3.8230 0.7228
H 4.0404 -4.3181 4.8055
H 3.4905 -5.8610 4.0841
H 1.7053 -3.9045 5.5476
H 1.9195 -5.6085 5.7670
H 1.0696 -5.0155 4.3842
H 4.3404 -4.2076 -0.0276
H 3.5650 -2.7367 0.7530
H 2.6730 -4.2678 0.5323
O -1.4402 3.3835 -3.8015
C -0.8481 2.4229 -4.3551
O -1.3352 1.2761 -4.8264
C -2.7403 0.9711 -4.7053
C -3.4508 0.8332 -6.0303
C 0.6309 2.4904 -4.6725
H -3.2756 1.7507 -4.1633
H -2.8578 0.0306 -4.1669
H -2.9579 0.0598 -6.6194
H -3.6291 1.7415 -6.6059
H -4.3959 0.3699 -5.7472
H 0.6658 2.4605 -5.7615
H 1.2975 1.6930 -4.3439
H 1.1346 3.3983 -4.3407
O -2.9213 -2.0761 -1.5648
C -3.8678 -2.4671 -0.8405
O -5.0895 -1.9283 -0.7816
C -5.4948 -0.8053 -1.5519
C -6.3049 -1.2710 -2.7377
C -3.6928 -3.6653 0.0666
H -4.5744 -0.3269 -1.8868
H -6.1281 -0.1779 -0.9247
H -6.6904 -0.4491 -3.3411
H -7.1962 -1.8129 -2.4216
H -5.7053 -1.9752 -3.3145
H -2.8738 -4.2577 -0.3414
H -4.5181 -4.3764 0.1044
H -3.4658 -3.1622 1.0065
O 7.6427 3.6173 1.4822
C 7.1203 2.5446 1.6120
O 7.0600 1.8390 2.7523
C 7.5533 2.3870 3.9999
C 7.0983 1.4003 5.0342
C 6.3631 1.9206 0.4587
H 7.0280 3.3415 4.0350
H 8.6164 2.6214 4.0564
H 7.3408 1.7131 6.0498
H 7.6408 0.4562 4.9862
H 6.0571 1.1096 4.8943
H 6.6910 2.5006 -0.4040
H 5.3102 2.1289 0.6487
H 6.5995 0.8650 0.3247
O 1.7858 3.2448 -0.4265
C 1.2661 4.3458 -0.4953
O 1.9127 5.4898 -0.2060
C 3.2688 5.4669 0.2279
C 3.5666 4.9470 1.6749
C -0.1900 4.5441 -0.9312
H 3.5965 6.5042 0.1604
H 3.8098 4.8752 -0.5106
H 4.6386 4.8307 1.8346
H 3.0399 4.0106 1.8586
H 3.1955 5.6361 2.4335
H -0.8529 4.3834 -0.0809
H -0.4620 3.7512 -1.6279
H -0.3478 5.5181 -1.3943
O -1.6551 -2.0432 2.3779
C -0.5651 -2.4346 2.8399
O -0.0207 -3.6367 2.5420
C -0.7924 -4.7518 2.0600
C 0.2347 -5.8486 1.8112
C 0.4024 -1.5258 3.4962
H -1.1624 -4.4973 1.0668
H -1.5536 -5.0223 2.7917
H 0.8758 -5.9807 2.6828
H 0.8704 -5.5873 0.9652
H -0.3135 -6.7733 1.6311
H 1.2734 -2.0896 3.8301
H -0.1551 -1.1707 4.3630
H 0.7407 -0.7505 2.8088
O 1.4785 0.4154 -2.4859
C 1.3716 0.2803 -1.2809
O 0.2193 0.3570 -0.5221
C -1.0261 0.5272 -1.1734
C -2.1159 0.5629 -0.1769
C 2.6240 0.1479 -0.4421
H -1.1393 -0.2442 -1.9351
H -0.9775 1.4507 -1.7503
H -1.9866 1.2871 0.6274
H -2.1942 -0.3803 0.3637
H -3.0771 0.6690 -0.6797
H 2.2955 -0.0607 0.5761
H 3.0942 1.1300 -0.3914
H 3.2993 -0.5793 -0.8930
O 4.4986 -0.9428 5.1895
C 3.4936 -0.3881 4.7318
O 2.3498 -0.2187 5.3495
C 2.2349 -0.5187 6.7287
C 2.4964 0.7971 7.5425
C 3.5211 0.1890 3.3390
H 2.8973 -1.3359 7.0144
H 1.1889 -0.7744 6.8973
H 2.5625 0.6763 8.6237
H 1.7413 1.5344 7.2698
H 3.3281 1.4030 7.1828
H 3.6374 -0.6398 2.6406
H 4.4360 0.7814 3.3267
H 2.6722 0.8163 3.0670
C -5.5352 3.1337 -2.0631
C -6.0918 3.1967 -3.4535
O -6.1290 2.0819 -4.0248
N -6.6366 4.2382 -4.0381
C -6.6515 5.5879 -3.5195
H -5.4327 2.1086 -1.7070
H -6.1070 3.6782 -1.3116
H -4.5481 3.5944 -2.1019
H -6.8170 3.9773 -4.9971
H -5.6743 6.0264 -3.3171
H -7.1974 5.6395 -2.5775
H -7.1016 6.2260 -4.2800
C 5.3865 -0.6779 -3.2329
C 5.6839 0.7758 -2.8762
O 6.8698 1.1671 -2.6230
N 4.5794 1.4963 -2.7149
C 4.6005 2.9513 -2.5329
H 6.2429 -1.3044 -2.9835
H 5.1118 -0.8921 -4.2657
H 4.5235 -0.9612 -2.6303
H 3.6539 1.1021 -2.8048
H 4.9269 3.2737 -1.5441
H 3.5507 3.2247 -2.6400
H 5.1752 3.4492 -3.3138
C -6.5618 4.1180 3.1026
C -5.3299 5.0248 3.3065
O -5.2558 5.6780 4.3308
N -4.3412 5.0994 2.4541
C -4.2946 4.3217 1.1956
H -7.0978 4.4351 2.2081
H -7.2007 4.4044 3.9380
H -6.4109 3.0394 3.0593
H -3.4953 5.5826 2.7208
H -3.7176 3.4034 1.3046
H -4.0509 4.9939 0.3729
H -5.3438 4.0565 1.0656
C 1.9440 -4.9113 -5.4569
C 1.2470 -3.5913 -5.8781
O 0.9543 -3.4281 -7.0465
N 1.1305 -2.6797 -4.9072
C 0.4443 -1.3354 -5.0243
H 1.2747 -5.4965 -4.8262
H 2.8461 -4.6912 -4.8860
H 2.2208 -5.5601 -6.2879
H 1.6439 -2.8886 -4.0629
H -0.3510 -1.2863 -4.2805
H 0.0485 -1.1468 -6.0222
H 1.2167 -0.5924 -4.8253
C 2.0366 -6.4243 -2.2234
C 1.8058 -4.9081 -2.0256
O 2.7226 -4.1421 -2.3656
N 0.6459 -4.5414 -1.5456
C 0.2571 -3.1899 -1.4369
H 2.5209 -6.7563 -1.3050
H 2.7566 -6.6918 -2.9969
H 1.1280 -6.9713 -2.4751
H -0.0629 -5.2279 -1.3303
H -0.4408 -3.1757 -0.5998
H -0.3391 -2.8389 -2.2792
H 1.0840 -2.5299 -1.1750
C -4.5027 -0.1241 2.3506
C -5.6449 0.4323 1.6525
O -5.5019 1.3604 0.8455
N -6.8310 -0.0915 1.7908
C -7.2259 -1.2054 2.6123
H -4.4858 -1.2077 2.2339
H -4.5708 -0.0359 3.4349
H -3.5562 0.3572 2.1042
H -7.5056 0.3112 1.1561
H -6.5701 -1.2118 3.4830
H -7.0852 -2.1649 2.1146
H -8.2743 -1.1840 2.9098

Atom charges from the Löwdin analysis, given in e for atoms 1 to 5: atom 1 (O): 0.10, atom 2 (C): -0.49, atom 3 (O): -0.02, atom 4 (C): -0.24, atom 5 (C): -0.05

=====

Entry 2:
ORCA calculation (wB97M-V/def2-TZVPD) on a 11-piece molecular cluster, C50H109N3O8 overall in a non-equilibrium geometry.

## Properties
- ΔE to the lowest compared entry with this formula, charge and spin (kcal per mole) = 54.8
- highest occupied orbital energy (eV) = -7.9927
- frontier orbital gap (eV) = 8.56

Atoms and positions in Å:
C -0.5900 -0.1369 -0.6723
C -1.5071 -1.2534 -0.1181
C -1.3909 -1.3152 1.4041
O -0.7713 -0.0784 1.7018
C -0.6533 0.7896 0.5581
H -0.9996 0.3211 -1.5726
H 0.3543 -0.6515 -0.8500
H -1.3443 -2.2359 -0.5611
H -2.5360 -0.9220 -0.2585
H -0.8678 -2.2316 1.6775
H -2.3289 -1.4545 1.9415
H 0.2236 1.4164 0.7201
H -1.3848 1.5791 0.3854
C -4.2881 2.7989 0.8732
C -4.7291 3.8092 -0.2130
C -4.0526 3.2095 -1.4542
O -4.3093 1.8110 -1.3038
C -4.5485 1.4731 0.0526
H -4.9635 2.9646 1.7125
H -3.2499 2.9387 1.1742
H -4.4393 4.8441 -0.0311
H -5.8187 3.8283 -0.2351
H -2.9983 3.4849 -1.4817
H -4.5116 3.6102 -2.3579
H -4.0025 0.6174 0.4498
H -5.6026 1.2674 0.2392
C 4.0250 0.4174 -1.6413
C 5.1997 -0.5513 -1.6264
C 5.2771 -1.0118 -0.1971
O 4.9915 0.1769 0.4718
C 4.0274 0.9552 -0.2379
H 3.0357 -0.0059 -1.8146
H 4.3457 1.2211 -2.3042
H 6.1213 0.0057 -1.7950
H 5.1420 -1.2894 -2.4264
H 6.2153 -1.5667 -0.1956
H 4.5332 -1.7899 -0.0264
H 4.0117 2.0429 -0.1699
H 3.0736 0.7664 0.2547
C -0.5078 2.2937 6.5638
C 0.2039 1.8367 5.3644
C -0.5738 2.3557 4.1729
O -1.9151 2.4359 4.7352
C -1.8998 2.0402 6.0773
H -0.3675 3.3713 6.6488
H -0.2344 1.8174 7.5053
H 0.0983 0.7589 5.2405
H 1.2879 1.9156 5.2829
H -0.5249 1.8490 3.2091
H -0.2209 3.3717 3.9956
H -2.0936 0.9694 6.0150
H -2.5914 2.5601 6.7403
C 1.7272 4.6253 -4.1439
C 1.7157 3.1603 -3.7551
C 0.4145 2.9830 -3.0353
O -0.3283 4.1590 -3.1722
C 0.5577 5.2284 -3.4131
H 1.5724 4.6992 -5.2203
H 2.6376 5.1484 -3.8511
H 2.5320 2.8391 -3.1082
H 1.8119 2.5792 -4.6722
H 0.6258 2.8450 -1.9749
H -0.1305 2.0894 -3.3396
H 0.9163 5.5996 -2.4531
H 0.1791 6.0590 -4.0089
C -6.8318 -1.9763 -0.9682
C -7.4197 -2.0912 -2.3306
C -6.1890 -2.3898 -3.3121
O -5.0997 -2.5901 -2.4221
C -5.3147 -1.7994 -1.2348
H -6.7608 -2.8182 -0.2795
H -7.3196 -1.1506 -0.4502
H -7.8220 -1.1151 -2.6014
H -8.1586 -2.8637 -2.5436
H -5.9061 -1.5013 -3.8765
H -6.4096 -3.2636 -3.9253
H -5.0393 -0.7614 -1.4213
H -4.7255 -2.1433 -0.3846
C -2.3394 -1.5204 5.1816
C -2.0883 -2.8346 4.5117
C -3.4298 -3.2031 3.8736
O -4.3622 -2.1452 4.2258
C -3.8791 -1.5225 5.4295
H -1.9237 -0.7117 4.5805
H -1.7611 -1.3782 6.0946
H -2.0523 -3.5332 5.3477
H -1.1432 -2.7922 3.9703
H -3.7337 -4.1459 4.3283
H -3.4352 -3.2743 2.7859
H -4.1078 -2.0549 6.3528
H -4.4283 -0.5839 5.5035
C 1.8479 -1.8974 3.7915
C 2.3932 -0.6859 3.0473
C 3.4966 -0.2832 3.9963
O 3.7502 -1.3432 4.9601
C 3.0210 -2.5255 4.5359
H 1.3729 -2.6749 3.1932
H 1.0450 -1.5934 4.4631
H 1.6314 0.0443 2.7743
H 2.9142 -0.9882 2.1388
H 3.1926 0.6006 4.5571
H 4.3106 -0.0054 3.3268
H 2.7318 -3.1808 5.3575
H 3.6595 -3.0884 3.8551
C -3.3070 0.0607 -4.3997
C -2.3852 -1.1090 -4.7837
N -1.7865 -0.9792 -6.1631
C -0.7681 0.0478 -6.2634
C 0.4470 -0.1494 -5.3707
C -2.7611 -1.0118 -7.2607
C -2.3782 -1.9678 -8.3710
H -2.8675 1.0363 -4.6077
H -3.5733 0.0985 -3.3434
H -4.2815 0.0453 -4.8878
H -1.6429 -1.1770 -3.9885
H -2.9864 -2.0156 -4.7152
H -0.2900 -0.1584 -7.2209
H -1.2282 1.0360 -6.2665
H 1.2213 0.5627 -5.6562
H 0.3355 -0.1266 -4.2867
H 0.8678 -1.1391 -5.5479
H -2.8373 0.0085 -7.6368
H -3.7936 -1.1558 -6.9426
H -2.9543 -2.8909 -8.3065
H -1.3252 -2.2397 -8.2982
H -2.6309 -1.5452 -9.3434
C 1.0488 -3.4144 -2.4233
C 0.5489 -4.1056 -1.1759
N 1.5360 -5.1403 -0.8714
C 1.1319 -6.4274 -1.5243
C 2.2723 -7.4894 -1.4691
C 1.6514 -5.2682 0.5756
C 2.7195 -4.2837 1.0570
H 0.4534 -2.5267 -2.6370
H 0.9573 -4.1410 -3.2306
H 2.0481 -3.0118 -2.2576
H 0.3711 -3.3540 -0.4068
H -0.4600 -4.4935 -1.3163
H 0.2596 -6.8105 -0.9947
H 0.8155 -6.3038 -2.5600
H 2.0296 -8.3892 -2.0344
H 3.2215 -7.0963 -1.8333
H 2.3878 -7.8907 -0.4623
H 2.0929 -6.2206 0.8694
H 0.7040 -5.2096 1.1113
H 2.3899 -3.2966 0.7328
H 3.7269 -4.5216 0.7154
H 2.9277 -4.4259 2.1175
C 5.8505 6.0784 1.2295
C 4.4852 5.3948 1.1715
N 4.4641 4.6006 2.3833
C 3.1429 4.3379 2.8524
C 2.3760 3.2999 2.0810
C 5.4287 3.5178 2.4119
C 5.5939 2.8793 3.7503
H 6.0574 6.8537 0.4917
H 6.7334 5.4721 1.0270
H 5.8698 6.5099 2.2302
H 3.7513 6.1872 1.3182
H 4.3838 4.9987 0.1611
H 3.1507 3.9543 3.8727
H 2.5731 5.2516 3.0211
H 2.5658 3.3278 1.0080
H 2.6445 2.2721 2.3254
H 1.3216 3.5404 2.2164
H 6.4456 3.7390 2.0879
H 5.0327 2.7427 1.7557
H 6.0091 3.5312 4.5189
H 6.2511 2.0119 3.6890
H 4.6926 2.4301 4.1674

Atom charges from the Löwdin analysis, given in e for atoms 1 to 5: atom 1 (C): -0.11, atom 2 (C): -0.15, atom 3 (C): -0.19, atom 4 (O): -0.14, atom 5 (C): -0.18

=====

> Look up the highest occupied orbital energy of the second one.

-7.9927 eV